The following is a quantum chemistry calculation of a structure of composition C36H43BrF6N2O7PTeZr, from OMol25.

Orbital gap in eV: 8.0487
Total charge: +1
Spin multiplicity: 1
Relative energy (zero: lowest compared OMol25 entry of this formula, charge and spin) in eV: 0.370

Geometry (Å):
1 Zr -0.085 -0.065 0.807
2 O 3.958 -0.570 -0.325
3 C 4.133 0.762 -0.560
4 C 5.218 1.190 -1.323
5 C 5.415 2.529 -1.599
6 C 4.521 3.474 -1.116
7 C 3.446 3.052 -0.357
8 C 3.236 1.705 -0.053
9 C 2.009 1.374 0.761
10 O 1.892 0.069 1.218
11 N 1.795 2.317 1.850
12 N 0.648 1.852 2.507
13 C 0.467 2.319 3.675
14 C -0.542 1.877 4.636
15 Br -0.718 0.003 4.868
16 C -1.186 2.710 5.454
17 C -1.121 4.174 5.381
18 C -1.196 4.906 6.569
19 C -1.101 6.286 6.552
20 C -0.953 6.959 5.346
21 C -0.912 6.246 4.158
22 C -1.000 4.862 4.172
23 H 4.686 -1.041 -0.745
24 H 5.913 0.450 -1.704
25 H 6.267 2.832 -2.193
26 H 4.660 4.525 -1.327
27 H 2.741 3.779 0.027
28 H 1.145 1.637 0.074
29 H 2.597 2.320 2.475
30 H 1.146 3.091 4.043
31 H -1.796 2.287 6.244
32 H -1.316 4.383 7.510
33 H -1.150 6.840 7.480
34 H -0.889 8.039 5.332
35 H -0.828 6.768 3.214
36 H -1.022 4.319 3.236
37 C -1.592 -3.736 -2.539
38 C -0.335 -3.285 -3.264
39 C 0.767 -4.322 -3.170
40 C -0.630 -2.917 -4.703
41 O 0.246 -2.097 -2.582
42 P -0.454 -0.922 -1.849
43 O 0.616 -0.009 -1.237
44 O -1.244 -1.353 -0.610
45 O -1.402 -0.160 -2.829
46 C -1.019 0.885 -3.829
47 C 0.327 0.563 -4.454
48 C -0.982 2.224 -3.117
49 C -2.140 0.844 -4.849
50 H -1.975 -4.634 -3.026
51 H -2.373 -2.974 -2.575
52 H -1.375 -3.975 -1.499
53 H 0.450 -5.240 -3.665
54 H 0.992 -4.547 -2.128
55 H 1.671 -3.958 -3.658
56 H -1.013 -3.800 -5.216
57 H 0.275 -2.595 -5.218
58 H -1.385 -2.135 -4.763
59 H 1.128 0.580 -3.714
60 H 0.545 1.323 -5.204
61 H 0.315 -0.405 -4.949
62 H -0.189 2.247 -2.371
63 H -1.938 2.435 -2.641
64 H -0.782 3.007 -3.849
65 H -2.161 -0.109 -5.376
66 H -1.988 1.635 -5.583
67 H -3.102 1.001 -4.363
68 C -3.837 -0.232 0.488
69 C -3.019 0.651 1.429
70 O -1.809 0.098 1.817
71 C -3.875 0.942 2.681
72 F -4.271 -0.206 3.234
73 F -4.968 1.647 2.338
74 F -3.220 1.637 3.611
75 C -2.666 1.975 0.716
76 F -1.552 1.692 -0.095
77 F -2.269 2.952 1.517
78 F -3.592 2.441 -0.101
79 H -3.898 -1.225 0.925
80 H -3.350 -0.312 -0.479
81 H -4.841 0.169 0.358
82 C 2.126 -3.195 0.940
83 Te 0.548 -2.580 2.244
84 C -0.650 -4.022 1.228
85 C 0.322 -4.883 0.458
86 C -0.103 -6.080 -0.113
87 C 0.787 -6.881 -0.808
88 C 2.115 -6.493 -0.934
89 C 2.544 -5.305 -0.367
90 C 1.653 -4.489 0.327
91 H 3.026 -3.324 1.538
92 H 2.308 -2.402 0.216
93 H -1.336 -3.480 0.579
94 H -1.218 -4.592 1.959
95 H -1.136 -6.387 -0.003
96 H 0.449 -7.814 -1.240
97 H 2.817 -7.122 -1.464
98 H 3.581 -5.005 -0.459

The following is a quantum chemistry calculation of a structure of composition C36H43N2NaO6P, from OMol25.

Orbital gap in eV: 9.1102
Total charge: +1
Spin multiplicity: 1
Relative energy (zero: lowest compared OMol25 entry of this formula, charge and spin) in eV: 0.174

Geometry (Å):
1 Na 0.650 1.099 -1.151
2 C -1.843 -0.574 -1.783
3 C -2.386 0.847 -1.950
4 O -1.315 1.772 -1.846
5 C -1.464 3.064 -2.411
6 C -0.558 4.048 -1.668
7 O 0.636 3.398 -1.277
8 C 1.738 4.225 -0.984
9 C 2.863 3.322 -0.477
10 O 2.935 2.054 -1.113
11 C 3.625 1.992 -2.353
12 C 2.818 2.450 -3.563
13 O 1.535 1.862 -3.678
14 C 1.444 0.672 -4.443
15 C 1.952 -0.562 -3.716
16 O 1.427 -0.508 -2.412
17 C 1.700 -1.653 -1.609
18 C 1.368 -1.425 -0.139
19 O -0.803 -0.653 -0.817
20 H -1.399 -0.903 -2.728
21 H -2.681 -1.230 -1.538
22 H -3.144 1.079 -1.197
23 H -2.858 0.907 -2.937
24 H -2.500 3.409 -2.327
25 H -1.195 3.022 -3.471
26 H -1.062 4.450 -0.781
27 H -0.341 4.886 -2.339
28 H 1.495 4.947 -0.195
29 H 2.026 4.795 -1.875
30 H 2.695 3.101 0.577
31 H 3.819 3.849 -0.561
32 H 3.928 0.950 -2.457
33 H 4.541 2.593 -2.305
34 H 3.415 2.262 -4.464
35 H 2.654 3.527 -3.516
36 H 1.964 0.782 -5.401
37 H 0.379 0.549 -4.648
38 H 3.048 -0.607 -3.684
39 H 1.607 -1.458 -4.245
40 H 2.770 -1.877 -1.701
41 H 1.155 -2.514 -2.011
42 H 1.792 -0.471 0.201
43 H 1.961 -2.186 0.366
44 C 0.690 -0.950 5.013
45 C 1.659 -1.336 4.098
46 C 1.328 -1.549 2.769
47 C 0.015 -1.404 2.291
48 C -0.944 -1.041 3.244
49 C -0.613 -0.806 4.573
50 P -0.448 -1.722 0.485
51 C -2.310 -1.756 0.855
52 C -3.020 -2.931 1.072
53 C -4.380 -2.908 1.380
54 C -5.058 -1.708 1.483
55 C -4.362 -0.519 1.281
56 C -3.015 -0.553 0.971
57 C -0.301 -3.501 0.130
58 C 0.255 -4.414 1.017
59 C 0.349 -5.756 0.669
60 C -0.104 -6.194 -0.565
61 C -0.663 -5.287 -1.457
62 C -0.764 -3.948 -1.108
63 H 0.952 -0.768 6.047
64 H 2.684 -1.473 4.417
65 H 2.136 -1.853 2.126
66 H -1.981 -0.944 2.972
67 H -1.394 -0.522 5.268
68 H -2.530 -3.894 1.011
69 H -4.900 -3.845 1.537
70 H -6.114 -1.693 1.721
71 H -4.874 0.432 1.371
72 H -2.489 0.384 0.839
73 H 0.601 -4.088 1.991
74 H 0.774 -6.459 1.374
75 H -0.030 -7.241 -0.830
76 H -1.029 -5.623 -2.419
77 H -1.231 -3.259 -1.803
78 N 2.385 2.304 5.688
79 C 1.634 2.373 4.819
80 C 0.718 2.426 3.718
81 C -0.530 3.029 3.817
82 C -1.349 3.012 2.701
83 C -0.892 2.392 1.549
84 N 0.298 1.799 1.450
85 C 1.090 1.829 2.514
86 H -0.845 3.493 4.742
87 H -2.330 3.468 2.719
88 H -1.515 2.360 0.659
89 H 2.058 1.347 2.428

The following is a quantum chemistry calculation of a cluster of 3 separate species, C36H44F2NO13P in total at a distorted geometry, from OMol25.

SMILES string: C#C[C@]1(CCCP(=O)(OCC)OCC)C(=O)N[C@](CCC(=O)O)(c2ccccc2)[C@]1(O)Cc1cccc(C)c1.O=C1OC[C@@H](F)O1.O=C1OC[C@@H](F)O1
Orbital gap in eV: 8.2568
Spin multiplicity: 1

Geometry (Å):
1 C 0.743 -1.298 2.433
2 C -0.242 -0.316 2.733
3 C -1.388 0.739 3.233
4 C -0.723 2.176 3.653
5 C 0.911 2.241 3.609
6 C 1.531 2.500 2.077
7 P 3.421 2.027 2.103
8 O 4.186 2.689 0.859
9 O 4.043 2.654 3.608
10 C 5.263 1.956 4.042
11 C 4.917 0.540 4.829
12 O 3.578 0.303 1.910
13 C 4.768 -0.063 1.121
14 C 5.041 -1.708 1.249
15 C -1.987 0.051 4.637
16 O -1.200 -0.072 5.727
17 N -3.444 -0.426 4.460
18 C -3.712 -0.526 2.939
19 C -5.321 -0.161 2.697
20 C -6.229 -1.480 2.284
21 C -7.790 -0.989 1.953
22 O -8.116 0.301 1.700
23 O -8.802 -2.090 1.946
24 C -3.234 -2.062 2.686
25 C -2.319 -2.673 1.485
26 C -1.914 -4.282 1.314
27 C -2.436 -5.383 2.411
28 C -3.339 -4.790 3.679
29 C -3.740 -3.176 3.830
30 C -2.860 0.765 2.437
31 O -3.527 1.856 3.231
32 C -2.957 1.378 0.940
33 C -3.132 0.324 -0.291
34 C -4.489 -0.480 -0.733
35 C -4.544 -1.542 -2.018
36 C -3.185 -1.843 -2.943
37 C -1.839 -0.989 -2.514
38 C -0.472 -1.244 -3.387
39 C -1.786 0.059 -1.249
40 H 1.601 -2.035 2.063
41 H -1.118 2.601 4.696
42 H -1.111 2.968 2.848
43 H 1.459 1.357 4.171
44 H 1.219 3.223 4.214
45 H 0.991 1.784 1.289
46 H 1.379 3.602 1.706
47 H 6.032 1.813 3.159
48 H 5.793 2.674 4.832
49 H 5.212 0.551 5.964
50 H 3.787 0.280 4.625
51 H 5.591 -0.288 4.300
52 H 5.763 0.445 1.482
53 H 4.672 0.197 -0.035
54 H 4.368 -2.183 2.104
55 H 4.768 -2.283 0.262
56 H 6.161 -1.951 1.487
57 H -4.163 0.074 5.020
58 H -5.485 0.623 1.828
59 H -5.837 0.300 3.649
60 H -5.835 -2.011 1.304
61 H -6.305 -2.289 3.127
62 H -8.828 -2.472 2.882
63 H -1.887 -1.954 0.675
64 H -1.257 -4.617 0.384
65 H -2.147 -6.511 2.272
66 H -3.680 -5.611 4.473
67 H -4.415 -2.875 4.751
68 H -3.319 2.751 2.836
69 H -1.942 1.973 0.740
70 H -3.810 2.201 0.791
71 H -5.485 -0.324 -0.141
72 H -5.565 -2.098 -2.246
73 H -3.172 -2.607 -3.837
74 H -0.565 -0.778 -4.457
75 H 0.426 -0.808 -2.749
76 H -0.302 -2.422 -3.397
77 H -0.791 0.651 -0.959
78 C 1.195 1.696 -8.165
79 C 1.302 1.858 -6.687
80 O 1.082 0.555 -6.197
81 C 1.527 -0.275 -7.182
82 O 1.758 -1.462 -7.025
83 O 1.691 0.388 -8.368
84 F 0.320 2.660 -6.218
85 H 0.162 1.752 -8.524
86 H 1.795 2.432 -8.708
87 H 2.276 2.221 -6.345
88 C 6.892 1.566 -7.185
89 C 6.215 1.611 -5.858
90 O 5.294 2.669 -5.993
91 C 4.977 2.697 -7.318
92 O 4.015 3.287 -7.780
93 O 5.865 1.974 -8.067
94 F 7.091 1.931 -4.880
95 H 7.731 2.266 -7.256
96 H 7.249 0.564 -7.437
97 H 5.682 0.691 -5.595